No. 1
The following is a DFT calculation (the ωB97M-V functional and the def2-TZVPD basis) of a molecular structure, C7H14N2P.

Geometry as ORCA input:
```
! RIJCOSX wB97M-V def2-TZVPD def2/J DEFGRID3
* xyz 1 1
C -1.389 -1.346 0.356
C -0.989 0.332 -1.426
C -0.994 1.035 0.956
C 0.117 -1.526 0.595
C 0.488 -0.077 -1.334
C 0.526 0.836 0.914
C -1.642 0.101 -0.065
N 3.165 1.488 -0.074
N 0.861 -0.346 0.080
P 2.642 -0.721 0.071
H -1.740 -2.022 -0.423
H -1.942 -1.579 1.265
H -1.075 1.382 -1.702
H -1.493 -0.254 -2.192
H -1.388 0.823 1.949
H -1.238 2.070 0.720
H 0.335 -1.614 1.663
H 0.487 -2.427 0.097
H 0.686 -0.983 -1.917
H 1.140 0.719 -1.701
H 1.041 1.692 0.479
H 0.933 0.674 1.914
H -2.712 0.294 -0.125
H 4.180 1.450 -0.103
*
```

Output
Kohn-Sham gap (alpha / beta) = 8.96 / 9.06 eV
energy relative to the best compared isomer or geometry (same formula, charge and spin) = 66.3 kcal per mole
HOMO energy (alpha / beta) = -0.54600 / -0.50910 Ha
M = 157.18 g/mol

Atom charges from the Löwdin analysis, given in e for atoms 1 to 5: -0.10, -0.10, -0.10, -0.17, -0.18

=====

No. 2
The following is a DFT calculation (the ωB97M-V functional and the def2-TZVPD basis) of 4 unconnected molecules or ions with the total composition C2H11NO3.

Geometry as ORCA input:
```
! RIJCOSX wB97M-V def2-TZVPD def2/J DEFGRID3
* xyz 0 1
C -1.123 1.240 -0.237
C -2.187 0.417 -0.117
N -2.215 -0.900 -0.423
H -0.272 1.055 -0.882
H -1.116 2.161 0.333
H -3.150 0.902 0.049
H -1.315 -1.310 -0.547
H -3.033 -1.416 -0.682
O 0.878 0.884 2.136
H 0.408 1.490 2.732
H 0.223 0.748 1.444
O 2.809 0.149 -0.182
H 3.513 0.723 -0.475
H 2.191 0.728 0.292
O 0.816 -1.756 -1.354
H 1.582 -1.414 -0.913
H 0.824 -1.258 -2.153
*
```

Output
Kohn-Sham gap = 8.96 eV
energy relative to the best compared isomer or geometry (same formula, charge and spin) = 19.7 kcal per mole
HOMO energy = -0.29893 Ha
SMILES = C=CN.O.O.O
M = 97.11 g/mol

Atom charges from the Löwdin analysis, given in e for atoms 1 to 5: -0.07, -0.30, 0.08, 0.04, 0.04

=====

No. 3
The following is a DFT calculation (the ωB97M-V functional and the def2-TZVPD basis) of 3 unconnected molecules or ions with the total composition C5H15N2S.

Geometry as ORCA input:
```
! RIJCOSX wB97M-V def2-TZVPD def2/J DEFGRID3
* xyz 1 1
C -0.112 -1.731 -0.048
N -1.389 -1.244 0.151
C -1.670 -0.086 -1.498
C -1.339 1.008 -0.703
S 1.416 1.668 -1.739
C 1.312 -0.986 0.047
N 1.284 0.300 0.746
C 0.502 0.770 1.884
H 0.064 -2.172 -1.072
H -0.049 -2.505 0.779
H -2.180 -1.732 -0.239
H -2.583 -0.702 -1.256
H -0.804 -0.757 -1.747
H -1.453 0.909 0.400
H -1.287 1.967 -1.256
H 0.558 2.550 -1.131
H 1.715 -0.789 -0.956
H 2.006 -1.721 0.513
H 1.044 1.573 -0.150
H 2.174 0.796 0.677
H 1.138 1.329 2.609
H -0.101 0.013 2.425
H -0.244 1.543 1.566
*
```

Output
Kohn-Sham gap = 6.01 eV
energy relative to the best compared isomer or geometry (same formula, charge and spin) = 253.4 kcal per mole
HOMO energy = -0.46496 Ha
M = 135.26 g/mol

Atom charges from the Löwdin analysis, given in e for atoms 1 to 5: -0.28, 0.02, 0.02, 0.08, 0.54

=====

No. 4
The following is a DFT calculation (the ωB97M-V functional and the def2-TZVPD basis) of 11 unconnected molecules or ions with the total composition C23H71N13O11.

Geometry as ORCA input:
```
! RIJCOSX wB97M-V def2-TZVPD def2/J DEFGRID3
* xyz 0 1
C -6.335 8.303 -1.247
O -4.915 8.096 -1.508
C -4.275 7.113 -0.613
C -2.724 7.047 -1.003
C -2.342 6.495 -2.389
N -2.143 6.146 -0.051
H -6.825 7.495 -1.790
H -6.623 9.279 -1.637
H -6.684 8.228 -0.217
H -4.534 7.478 0.381
H -4.743 6.141 -0.772
H -2.113 7.944 -0.908
H -2.844 5.547 -2.579
H -1.265 6.329 -2.409
H -2.427 7.283 -3.137
H -1.149 6.068 -0.210
H -2.128 6.290 0.948
C -1.284 3.229 5.378
O -1.051 2.965 6.813
C -1.107 4.014 7.754
C -0.727 3.377 9.132
C -1.942 2.687 9.721
N -0.317 4.349 10.108
H -0.558 3.965 5.031
H -2.309 3.573 5.241
H -1.153 2.403 4.679
H -0.395 4.749 7.381
H -2.125 4.395 7.842
H 0.003 2.584 8.975
H -2.407 1.960 9.055
H -2.759 3.340 10.031
H -1.770 2.246 10.703
H -0.456 5.222 9.620
H -0.822 4.323 10.982
C 1.320 -5.552 -4.344
O 2.023 -5.869 -5.510
C 1.251 -6.666 -6.382
C 2.150 -7.020 -7.498
C 2.366 -5.844 -8.479
N 1.754 -8.146 -8.318
H 1.098 -6.485 -3.826
H 0.343 -5.073 -4.413
H 1.873 -5.017 -3.572
H 1.148 -7.677 -5.986
H 0.241 -6.287 -6.533
H 3.061 -7.433 -7.066
H 3.206 -5.976 -9.161
H 2.584 -4.964 -7.874
H 1.460 -5.630 -9.046
H 1.754 -9.024 -7.818
H 2.474 -8.249 -9.019
N -6.735 0.394 -1.472
C -5.676 0.136 -0.739
N -4.766 -0.281 -1.595
O -5.649 0.179 0.456
H -7.526 0.773 -0.971
H -6.692 0.325 -2.479
H -5.095 -0.486 -2.527
H -3.783 -0.262 -1.366
N -0.168 1.697 -0.727
C 0.080 0.560 -0.242
N 1.370 0.252 -0.344
O -0.685 -0.336 0.152
H 0.485 2.426 -0.976
H -1.157 1.905 -0.739
H 1.682 -0.702 -0.451
H 2.035 0.897 -0.745
N 3.917 -5.108 1.092
C 3.537 -6.168 1.729
N 2.800 -5.869 2.691
O 3.910 -7.291 1.514
H 3.835 -4.326 1.725
H 4.688 -5.135 0.440
H 2.559 -6.591 3.355
H 2.408 -4.941 2.763
N -4.459 -3.868 2.225
C -4.234 -5.092 1.765
N -3.023 -5.274 1.232
O -4.994 -5.950 2.069
H -5.247 -3.588 2.792
H -3.916 -3.114 1.829
H -2.513 -4.403 1.212
H -2.519 -6.147 1.303
N 5.548 -0.263 -5.467
C 4.606 -1.073 -5.992
N 3.940 -1.707 -5.070
O 4.433 -1.225 -7.176
H 5.940 -0.420 -4.549
H 5.985 0.243 -6.223
H 3.230 -2.386 -5.305
H 4.384 -1.692 -4.163
C -1.457 -1.493 5.163
C -0.006 -1.613 4.778
O 0.001 -2.472 3.629
H -1.667 -0.884 6.042
H -1.743 -2.493 5.490
H -2.150 -1.329 4.338
H 0.689 -1.989 5.529
H 0.438 -0.709 4.362
H -0.509 -1.969 2.989
C 2.912 4.547 -5.473
C 1.970 4.097 -6.680
O 0.765 4.802 -6.610
H 2.436 4.346 -4.513
H 3.181 5.597 -5.582
H 3.849 3.992 -5.416
H 1.777 3.028 -6.587
H 2.483 4.239 -7.631
H 0.051 4.247 -6.933
C 5.384 -0.779 3.188
C 5.537 -0.989 4.741
O 5.453 -2.370 5.040
H 6.233 -1.144 2.610
H 5.324 0.291 2.987
H 4.517 -1.269 2.745
H 4.985 -0.307 5.388
H 6.556 -0.660 4.944
H 5.595 -2.560 5.970
*
```

Output
Kohn-Sham gap = 8.72 eV
HOMO energy = -0.33523 Ha
SMILES = COC[C@H](C)N.COC[C@H](C)N.COC[C@H](C)N.NC(N)=O.NC(N)=O.NC(N)=O.NC(N)=O.NC(N)=O.CCO.CCO.CCO
M = 705.90 g/mol

Atom charges from the Löwdin analysis, given in e for atoms 1 to 5: -0.10, -0.23, -0.13, -0.42, -0.06

=====

Copy entry 2 word for word.
The following is a DFT calculation (the ωB97M-V functional and the def2-TZVPD basis) of 4 unconnected molecules or ions with the total composition C2H11NO3.

Geometry as ORCA input:
```
! RIJCOSX wB97M-V def2-TZVPD def2/J DEFGRID3
* xyz 0 1
C -1.123 1.240 -0.237
C -2.187 0.417 -0.117
N -2.215 -0.900 -0.423
H -0.272 1.055 -0.882
H -1.116 2.161 0.333
H -3.150 0.902 0.049
H -1.315 -1.310 -0.547
H -3.033 -1.416 -0.682
O 0.878 0.884 2.136
H 0.408 1.490 2.732
H 0.223 0.748 1.444
O 2.809 0.149 -0.182
H 3.513 0.723 -0.475
H 2.191 0.728 0.292
O 0.816 -1.756 -1.354
H 1.582 -1.414 -0.913
H 0.824 -1.258 -2.153
*
```

Output
Kohn-Sham gap = 8.96 eV
energy relative to the best compared isomer or geometry (same formula, charge and spin) = 19.7 kcal per mole
HOMO energy = -0.29893 Ha
SMILES = C=CN.O.O.O
M = 97.11 g/mol

Atom charges from the Löwdin analysis, given in e for atoms 1 to 5: -0.07, -0.30, 0.08, 0.04, 0.04

=====

Among the records above, which one has the highest M? C23H71N13O11

=====

Among the records above, which one has the highest M? C23H71N13O11